Record 1
Below is a structure of composition C24H43N2P3SSeV, with properties calculated with ωB97M-V/def2-TZVPD.

Each line ends with the Löwdin charge.
Atoms and positions in Å:
V1 -0.845 -0.147 0.123  0.53
P1 -1.956 -1.132 2.742  0.90
P2 -1.965 1.185 -1.541  0.80
P3 -0.368 1.924 1.490  0.80
H1 1.477 -0.788 -0.949  0.08
C1 1.353 -0.201 -0.026  -0.19
C2 1.071 -0.884 1.204  -0.11
H2 1.009 -1.981 1.195  0.06
C3 -2.050 -2.924 2.557  -0.16
C4 -3.634 -0.646 3.238  -0.17
C5 -0.946 -0.824 4.189  -0.18
C6 -0.977 2.185 -2.685  -0.28
C7 -2.918 0.260 -2.785  -0.21
C8 -3.208 2.363 -0.897  -0.21
C9 0.964 1.919 2.756  -0.21
C10 -1.725 2.675 2.485  -0.21
C11 0.198 3.364 0.502  -0.22
H3 1.876 0.761 -0.035  0.05
H4 1.364 -0.464 2.169  0.06
H5 -1.066 -3.328 2.287  0.07
H6 -2.774 -3.218 1.787  0.06
H7 -2.358 -3.344 3.526  0.10
H8 -4.364 -1.073 2.541  0.07
H9 -3.740 0.446 3.258  0.06
H10 -3.796 -1.056 4.244  0.09
H11 0.058 -1.233 4.035  0.07
H12 -1.431 -1.354 5.021  0.10
H13 -0.883 0.241 4.440  0.06
H14 -1.602 2.718 -3.412  0.09
H15 -0.319 1.495 -3.228  0.02
H16 -0.370 2.906 -2.130  0.00
H17 -3.266 0.935 -3.573  0.09
H18 -3.780 -0.237 -2.336  0.05
H19 -2.295 -0.511 -3.245  0.07
H20 -3.859 2.681 -1.719  0.08
H21 -2.738 3.251 -0.461  0.04
H22 -3.824 1.884 -0.128  0.05
H23 1.075 2.938 3.151  0.09
H24 1.918 1.618 2.314  0.06
H25 0.732 1.247 3.588  0.04
H26 -1.392 3.664 2.831  0.09
H27 -1.961 2.065 3.365  0.04
H28 -2.635 2.802 1.886  0.04
H29 0.551 4.144 1.190  0.08
H30 -0.611 3.786 -0.102  0.04
H31 1.027 3.092 -0.162  0.03
C12 4.177 2.337 -2.927  -0.51
C13 4.708 1.417 -2.005  -0.10
C14 6.087 1.335 -1.794  0.00
C15 6.960 2.152 -2.531  0.05
C16 6.447 3.047 -3.481  0.02
C17 5.066 3.139 -3.688  -0.03
Se1 2.284 2.462 -3.053  1.13
H32 1.849 1.336 -2.113  -0.10
H33 4.017 0.783 -1.449  0.09
H34 6.465 0.630 -1.052  0.14
H35 8.035 2.082 -2.358  0.15
H36 7.137 3.673 -4.055  0.15
H37 4.663 3.832 -4.428  0.13
N1 -2.854 -1.093 -0.205  -0.08
C18 -2.284 -2.194 -0.633  -0.79
N2 -0.940 -2.197 -0.589  -0.01
C19 -0.399 -3.456 -0.823  -0.29
C20 0.923 -3.836 -0.603  -0.02
C21 1.219 -5.196 -0.624  -0.02
C22 0.229 -6.139 -0.952  0.00
C23 -1.088 -5.748 -1.217  -0.03
C24 -1.409 -4.410 -1.106  -0.44
S1 -3.011 -3.700 -1.133  1.18
H38 -3.870 -1.050 -0.091  0.11
H39 -1.934 -0.169 1.511  -0.03
H40 1.689 -3.080 -0.403  0.10
H41 2.216 -5.540 -0.378  0.13
H42 0.484 -7.193 -1.023  0.14
H43 -1.882 -6.429 -1.496  0.13

Output
* frontier orbital gap (alpha / beta): 0.178 / 0.171 hartree
* HOMO (alpha / beta): -18.289 / -18.287 eV
* spin multiplicity: 2
* total charge: +4
* LUMO level (alpha / beta): -13.447 / -13.647 eV

***

Record 2
Below is a structure of composition C24H43NP2W, with properties calculated with ωB97M-V/def2-TZVPD.

Each line ends with the Löwdin charge.
Atoms and positions in Å:
P1 0.957 -1.791 -2.243  0.91
P2 0.507 2.378 -1.689  0.94
C1 1.877 0.395 -3.149  -0.34
C2 2.124 1.756 -2.663  -0.27
H1 0.921 0.336 -3.914  -0.05
H2 2.501 -0.242 -3.773  0.06
H3 2.868 1.973 -1.779  0.12
H4 2.382 2.343 -3.555  0.11
C3 -1.130 3.205 -1.972  -0.16
H5 -1.555 3.334 -1.027  0.01
H6 -1.839 2.603 -2.584  0.02
H7 -0.904 4.189 -2.427  0.08
C4 1.322 3.968 -1.066  -0.13
H8 0.799 4.786 -1.612  0.07
H9 2.377 3.850 -1.368  0.05
H10 1.279 4.191 0.034  0.07
C5 0.238 -3.398 -2.732  -0.29
H11 0.263 -3.947 -1.801  0.06
H12 0.850 -3.831 -3.506  0.05
H13 -0.807 -3.392 -3.037  0.04
C6 2.590 -2.482 -1.543  -0.21
H14 3.440 -1.799 -1.530  0.05
H15 2.811 -3.358 -2.118  0.04
H16 2.369 -2.747 -0.518  0.05
W1 -0.371 0.101 -2.836  1.14
C7 -0.318 1.331 -4.926  -0.25
C8 -1.639 1.483 -4.476  -0.23
C9 -2.781 0.682 -5.072  -0.19
C10 -2.303 -0.652 -5.584  -0.18
C11 -1.254 -1.248 -4.619  -0.24
C12 0.063 -1.513 -4.969  -0.14
C13 0.900 -0.690 -5.899  -0.16
C14 0.223 0.661 -6.163  -0.14
C15 -1.518 -0.588 -0.925  -0.27
H17 0.376 2.023 -4.388  0.08
H18 -1.866 2.571 -4.281  0.12
H19 -3.315 1.237 -5.874  0.14
H20 -3.483 0.509 -4.236  0.13
H21 -3.152 -1.353 -5.470  0.13
H22 -2.163 -0.722 -6.692  0.14
H23 -1.752 -1.941 -3.927  0.10
H24 0.490 -2.524 -4.795  0.10
H25 0.978 -1.204 -6.870  0.15
H26 1.963 -0.597 -5.548  0.12
H27 0.989 1.342 -6.542  0.13
H28 -0.521 0.588 -6.974  0.13
H29 -1.183 -0.442 0.166  0.02
H30 -1.608 -1.697 -0.984  -0.01
H31 -2.557 -0.252 -0.964  -0.01
C16 -1.295 0.641 2.984  -0.08
N1 -2.051 1.593 2.256  -0.27
C17 -3.288 1.919 2.851  -0.08
C18 -1.652 2.125 0.979  -0.16
C19 -0.122 1.993 0.862  -0.23
C20 0.592 2.790 1.762  -0.05
C21 1.942 2.530 1.897  -0.02
C22 2.513 1.593 1.033  -0.03
C23 1.737 0.799 0.179  -0.04
C24 0.471 1.353 -0.232  -0.35
H32 -1.764 0.453 3.958  0.10
H33 -0.285 0.973 3.218  0.07
H34 -1.191 -0.313 2.476  0.08
H35 -3.267 2.831 3.449  0.09
H36 -4.070 2.044 2.127  0.08
H37 -3.585 1.144 3.550  0.09
H38 -2.131 1.554 0.160  0.09
H39 -2.071 3.156 0.877  0.14
H40 0.038 3.398 2.443  0.14
H41 2.518 3.105 2.625  0.14
H42 3.557 1.405 1.130  0.11
H43 2.037 -0.110 -0.322  0.07

Output
* frontier orbital gap (alpha / beta): 0.197 / 0.184 hartree
* HOMO (alpha / beta): -12.599 / -12.600 eV
* energy above the lowest of the compared OMol25 structures with the same formula, charge and spin: 5.415 eV
* spin multiplicity: 3
* total charge: +2
* LUMO level (alpha / beta): -7.239 / -7.599 eV

***

Number 1: E_tot -5815.90826 hartree. Number 2: E_tot -1743.75858 hartree.